C21H28Br4CsN5O6S3 | the ωB97M-V functional and the def2-TZVPD basis

Total energy ... -355194.648 eV
HOMO level ... -0.037 Eh
Charge ... -2
Gap between HOMO and LUMO ... 0.159 Eh
F_max ... 0.020 Eh/bohr

Last column: Löwdin charge in e.
Atoms and positions in Å:
O -1.62571 2.56346 -4.01542  -0.006
O -0.89895 1.39090 -2.27090  -0.157
H 2.82790 1.52916 0.49659  0.081
C 0.57966 1.71755 5.08068  -0.646
H 2.94679 -2.63445 1.69570  0.116
H 1.66394 -0.77450 0.67568  0.013
H 0.55826 -1.05961 -3.87867  0.089
N -1.34692 3.52256 -0.62643  0.048
O 0.67467 1.21287 2.76494  -0.370
H 2.79014 0.05815 -2.04849  0.100
C -1.33065 1.06812 6.38438  -0.794
H 4.28446 0.69407 -1.35108  0.100
O -2.62267 4.74979 -4.55268  0.078
C 2.23891 -2.71987 0.85605  -0.254
H 0.60070 -0.87865 -2.13176  0.024
C -1.28075 -1.60246 -2.90356  -0.501
C -1.65277 3.61176 -1.91017  -0.145
S 1.18850 -3.04192 -2.65546  0.837
H 2.24874 2.07296 -0.95300  0.071
H 4.05999 -0.74702 0.60390  0.118
H -2.14391 3.80925 -4.36351  0.041
C 0.06660 1.17902 3.89176  -0.505
C -1.88774 0.52457 5.21228  -0.647
S -1.86134 -2.43779 -1.39279  0.836
Br 0.70285 2.43649 7.86634  0.600
C -0.43710 -4.43452 -4.58327  -0.537
N 2.12755 -1.47299 0.10562  -0.081
N 0.53120 -2.36949 2.58937  0.027
C -2.74454 5.47214 -3.47216  -0.542
H 2.62224 -3.47792 0.16381  0.097
H -2.64541 6.50175 -0.74763  0.128
N -1.73090 4.68078 -0.08385  0.003
C 0.89552 -3.15839 1.41226  -0.285
O -1.77524 0.09271 2.88302  -0.355
H -2.96311 -3.75069 -4.09751  0.058
H -1.68466 -2.12790 -3.76643  0.045
Br -3.60638 -0.30970 5.24312  0.646
H -1.04848 -3.58847 -4.89004  0.051
H 0.41636 -1.37828 2.39303  0.008
C 0.96093 -3.98046 -4.19640  -0.558
C -0.08991 1.67350 6.31812  -0.795
Cs -0.64554 0.66132 0.49626  1.246
C -1.26290 0.55977 3.95339  -0.511
C 0.24230 -1.51708 -2.93972  -0.528
H 0.98074 -4.20056 1.73490  0.104
C -2.24758 4.87503 -2.19652  -0.063
H -4.10039 -3.01190 -2.04957  0.070
C -2.93241 -4.38202 -3.21097  -0.545
C -1.36292 2.41816 -2.77560  -0.582
C -3.17311 -3.57805 -1.94178  -0.538
H 3.94402 -1.72714 -0.86288  0.109
H -3.73541 -5.11273 -3.32206  0.060
H -0.37040 -2.66852 2.94102  0.069
N 2.42801 1.24987 -0.39402  -0.025
C 3.42895 -0.95936 -0.27779  -0.251
Br -2.26968 0.97921 8.03291  0.602
C 3.28458 0.30652 -1.10514  -0.274
S -1.36819 -5.32781 -3.28120  0.835
H 1.38201 -3.38746 -5.01299  0.069
H 1.61024 -4.84410 -4.03937  0.058
H 0.15907 -3.13254 0.59801  0.065
H -3.28003 -4.24175 -1.08324  0.066
H -1.66986 -0.58726 -2.91106  0.050
Br 2.29617 2.54412 4.91887  0.641
C -2.27350 5.51964 -0.98447  -0.026
H -1.60140 4.82323 0.90294  0.160
O -3.25488 6.57995 -3.46116  0.039
H -0.36983 -5.11656 -5.43260  0.059

Cartesian forces (eV/Å) of the 6 atoms listed first:
O 0.030 0.138 0.105
O -0.071 0.418 -0.120
H -0.071 0.065 -0.011
C 0.114 0.022 -0.127
H 0.024 0.009 -0.016
H 0.209 0.010 0.075

---

C7H18NO | the ωB97M-V functional and the def2-TZVPD basis

Total energy ... -11081.696 eV
HOMO level ... -0.469 Eh
Charge ... +1
Gap between HOMO and LUMO ... 0.358 Eh
F_max ... 0.048 Eh/bohr

Last column: Löwdin charge in e.
Atoms and positions in Å:
H -0.88019 -2.07181 -1.53945  0.127
H 0.01636 -2.42542 0.54145  0.126
H -1.48261 -0.12599 -4.32825  0.082
H -0.56450 -1.59063 2.02168  0.132
H 1.56847 1.42287 0.76484  0.166
H -0.32727 4.38305 0.28182  0.051
C -0.95604 -0.09506 -2.25028  -0.190
H 0.43230 1.17521 1.87484  0.153
C -0.70139 -0.44194 -3.64816  -0.101
H 2.17912 -1.89911 2.29011  0.117
H -0.47491 -1.49933 -3.76202  0.084
H 0.17615 0.14409 -3.97536  0.088
N 0.74135 0.86208 0.95919  0.210
H -1.09780 3.81781 1.43431  0.052
H -0.03309 1.04543 0.31932  0.107
C -1.08074 -1.00319 -1.29799  -0.138
O -0.19999 3.83651 1.06752  -0.059
H -1.02889 0.99206 -1.90551  0.127
C -0.15867 -1.46123 1.00345  -0.147
H 1.72233 -0.74617 0.14950  0.156
H -1.62925 0.18070 0.42483  0.107
H 2.88968 -0.32454 2.28454  0.096
H -2.27808 -1.31975 0.41998  0.123
C 1.91012 -0.81955 2.33942  -0.044
C -1.31542 -0.85761 0.20168  -0.212
H 1.43810 -0.53267 3.26486  0.092
C 1.13487 -0.64583 1.06366  -0.307

Cartesian forces (eV/Å) of the 6 atoms listed first:
H -0.389 0.704 -0.187
H 0.335 -0.307 0.305
H -0.391 -0.133 -0.023
H 0.537 -0.264 -0.196
H -0.142 0.170 -0.363
H 0.290 0.051 -0.001

---

Question: Which value of charge does entry 1 give?
Answer: -2

---

Question: The highest total energy belongs to which entry?
Answer: C7H18NO

---

Question: Which value of gap between HOMO and LUMO does entry 1 give?
Answer: 0.159 Eh